{
  "formula": "C4H11NO3",
  "method": "ωB97M-V/def2-TZVPD",
  "e_lumo_ev": 0.623,
  "relative_energy_kj_mol": 131.1,
  "charge": 0,
  "orbital_gap_ha": 0.37844,
  "smiles": "CC[C@@H](N)C(=O)O.O",
  "symbols": ["C", "H", "N", "O", "C", "H", "H", "H", "H", "C", "H", "H", "O", "H", "O", "H", "H", "H", "C"],
  "xyz": [[0.3329, -0.0377, -1.2850], [-2.4556, -2.6467, 2.6893], [-1.6802, 1.2337, -0.4329], [-1.7191, -3.1983, 2.9736], [1.6813, 0.3816, -1.8984], [1.6168, 0.7693, 2.2728], [1.7176, 0.4204, -2.9956], [-2.2484, 0.7916, 0.2810], [2.5160, -0.2912, -1.6592], [0.1814, 0.5565, 1.0903], [-0.2799, -0.0694, -2.1742], [1.9809, 1.3864, -1.6020], [1.4051, 1.0642, 1.3852], [-0.9725, -3.1454, 2.3680], [-0.5214, 0.0016, 1.8854], [0.1731, 1.9609, -0.6385], [-1.9568, 0.7736, -1.2892], [0.4602, -0.9650, -0.7041], [-0.2314, 1.0139, -0.2664]]
}